Entry 1:
Here is 3 unconnected molecules or ions with the total composition C6H13N3 from the Open Molecules 2025 dataset. Energies are from the ωB97M-V functional and the def2-TZVPD basis.

E   -10896.2154 eV
HOMO-LUMO gap (alpha / beta)   7.39 / 7.40 eV
Energy above the lowest of the compared OMol25 structures with the same formula, charge and spin   166.0 kcal/mol
Charge   0

Last columns: bonded neighbours and bond lengths (Å).
Cartesian coordinates (Å):
1 C -2.315 1.018 0.335  C3 1.492, H13 1.085, H14 1.086
2 C 2.820 -0.469 0.807  C6 1.489, H15 1.096, H16 1.095, H17 1.101
3 C -3.218 0.242 -0.564  C1 1.492, H20 1.093, H21 1.091, H22 1.101
4 N -0.283 0.779 -0.202  C5 1.274, N7 1.393
5 C -0.319 -0.374 0.341  N4 1.274, N9 1.239
6 C 1.776 -0.711 -0.226  C2 1.489, C8 1.325
7 N 0.374 1.892 0.315  N4 1.393, H10 1.014, H11 1.016
8 C 1.953 -1.309 -1.395  C6 1.325, H18 1.087, H19 1.095
9 N -0.842 -1.446 0.678  C5 1.239, H12 1.021
10 H 0.977 2.248 -0.418  N7 1.014
11 H 0.935 1.678 1.135  N7 1.016
12 H -0.196 -2.234 0.613  N9 1.021
13 H -2.232 2.080 0.128  C1 1.085
14 H -2.395 0.814 1.399  C1 1.086
15 H 3.053 0.597 0.904  C2 1.096
16 H 2.501 -0.825 1.792  C2 1.095
17 H 3.768 -0.976 0.568  C2 1.101
18 H 1.152 -1.414 -2.123  C8 1.087
19 H 2.919 -1.731 -1.690  C8 1.095
20 H -2.902 0.304 -1.608  C3 1.093
21 H -3.284 -0.806 -0.267  C3 1.091
22 H -4.242 0.644 -0.523  C3 1.101



Entry 2:
Here is 2 unconnected molecules or ions with the total composition C6H13N3 from the Open Molecules 2025 dataset. Energies are from the ωB97M-V functional and the def2-TZVPD basis.

E   -10901.0048 eV
HOMO-LUMO gap   8.58 eV
Energy above the lowest of the compared OMol25 structures with the same formula, charge and spin   55.5 kcal/mol
Charge   0

Last columns: bonded neighbours and bond lengths (Å).
Cartesian coordinates (Å):
1 H -1.277 -0.637 1.761  N2 1.010
2 N -2.061 -0.557 1.128  H1 1.010, C3 1.275
3 C -1.750 -0.081 -0.013  N2 1.275, N4 1.374, C5 1.523
4 N -2.729 0.032 -0.970  C3 1.374, H9 1.012, H10 0.995
5 C -0.349 0.023 -0.599  C3 1.523, C6 1.358, H11 1.083
6 C 0.293 1.114 -0.106  C5 1.358, C7 1.498, N8 1.388
7 C 0.399 1.518 1.332  C6 1.498, H12 1.089, H13 1.091, H14 1.095
8 N 1.096 1.850 -0.966  C6 1.388, H15 1.008, H16 1.007
9 H -3.662 -0.151 -0.625  N4 1.012
10 H -2.588 0.725 -1.670  N4 0.995
11 H -0.337 -0.150 -1.668  C5 1.083
12 H -0.541 1.393 1.867  C7 1.089
13 H 0.654 2.576 1.408  C7 1.091
14 H 1.182 0.943 1.838  C7 1.095
15 H 1.360 1.392 -1.825  N8 1.008
16 H 1.897 2.288 -0.542  N8 1.007
17 C 0.863 -1.965 0.347  C18 1.344, H19 1.080, H20 1.081
18 C 1.910 -2.045 -0.492  C17 1.344, H21 1.086, H22 1.083
19 H -0.045 -2.519 0.158  C17 1.080
20 H 1.013 -1.703 1.385  C17 1.081
21 H 1.796 -2.424 -1.504  C18 1.086
22 H 2.875 -1.621 -0.242  C18 1.083